# C25H16AuCl2N2O2S

C25H16AuCl2N2O2S as an isolated structure (ωB97M-V/def2-TZVPD, the OMol25 dataset).

Cartesian coordinates (Å):
Au (0.2650, -0.0995, 0.1634)
Cl (-7.4904, -2.2477, -0.0403)
C (-5.8427, -1.8588, 0.1996)
C (-5.5520, -0.6449, 0.7487)
C (-4.2863, -0.0865, 0.9393)
Cl (-4.2582, 1.5806, 1.3346)
C (-2.9940, -0.7363, 0.8091)
O (-1.9761, -0.0371, 0.6520)
C (-2.8490, -2.1843, 0.9998)
C (-0.6636, -2.8622, 0.0022)
O (0.5039, -2.0646, 0.0930)
C (-4.8762, -2.8977, -0.2577)
H (-6.3912, -0.0024, 0.9798)
H (-0.3126, -3.8951, -0.0257)
H (-5.4028, -3.8207, -0.4585)
C (4.4632, -0.9232, -0.0519)
C (4.9906, 0.3578, 0.0348)
C (4.1463, 1.4499, 0.1363)
C (2.7688, 1.2666, 0.1478)
C (2.2652, -0.0289, 0.0451)
C (3.0865, -1.1317, -0.0470)
C (1.7925, 2.3575, 0.2022)
C (2.1639, 3.7056, 0.3413)
C (1.2119, 4.6720, 0.2986)
C (-0.1345, 4.3261, 0.0594)
C (-1.1378, 5.3112, -0.0882)
C (-2.4181, 4.9552, -0.3900)
C (-2.7341, 3.5917, -0.5568)
C (-1.7907, 2.6173, -0.3931)
C (-0.4661, 2.9625, -0.0657)
N (0.5164, 1.9928, 0.0759)
H (5.1234, -1.7790, -0.1263)
H (6.0633, 0.5090, 0.0169)
H (4.5692, 2.4449, 0.1981)
H (2.6696, -2.1241, -0.1144)
H (3.2042, 3.9576, 0.4847)
H (1.4802, 5.7182, 0.4115)
H (-0.8589, 6.3535, 0.0238)
H (-3.1844, 5.7105, -0.5163)
H (-3.7453, 3.3086, -0.8233)
H (-2.0540, 1.5792, -0.5209)
S (-4.1560, -2.4083, -1.9131)
C (-3.7059, -3.1254, 0.6229)
C (-1.4785, -2.5960, 1.2556)
N (-1.2938, -2.6385, -1.2982)
C (-2.3366, -2.4372, -1.9606)
H (-3.4141, -4.1596, 0.7827)
H (-0.9203, -2.2492, 2.1211)
H (-2.2086, -2.1671, -3.0270)

Multiplicity = 3
E_LUMO (spin up / spin down) = -3.7 / -5.1 eV
Charge = +1
HOMO level (spin up / spin down) = -11.097 / -11.752 eV
⟨S²⟩ = 2.03
Kohn-Sham gap (spin up / spin down) = 7.43 / 6.64 eV